{"formula": "C5H7BrN2", "method": "the ωB97M-V functional and the def2-TZVPD basis", "relative_energy_kcal_mol": 83.71, "energy_ha": -2878.0819, "orbital_gap_ev": [6.1781, 5.7644], "homo_energy_ev": [-8.03, -8.03], "total_charge": 0, "elements": ["H", "H", "H", "H", "N", "H", "Br", "C", "C", "H", "H", "C", "C", "C", "N"], "coordinates": [[0.537, -0.427, -2.511], [2.748, 0.036, -0.253], [1.487, 1.153, -0.657], [2.631, 0.791, -2.004], [-0.904, -0.436, 0.245], [0.936, -1.665, -1.175], [-0.604, 2.449, -0.163], [-1.844, 0.647, 1.808], [-1.384, -1.320, 1.093], [-2.223, 1.334, 2.464], [-1.346, -2.458, 1.021], [0.988, -0.607, -1.540], [2.050, 0.325, -1.141], [-1.050, 0.844, 0.731], [-2.022, -0.667, 2.082]], "atomic_forces_ev_per_a": [[-0.5, 0.1, 0.4], [-1.2, -0.1, -1.9], [0.2, 0.1, -0.5], [-0.9, -0.7, 1.0], [3.6, 0.8, -3.7], [0.1, 1.3, -0.3], [-0.2, -0.4, 0.1], [0.4, -0.6, 0.6], [-1.0, -0.9, 1.2], [-0.9, 1.8, 1.4], [0.0, 2.0, -0.2], [0.0, -1.5, 1.2], [1.0, 0.5, 1.6], [-0.8, -1.4, -0.6], [0.1, -0.8, -0.3]], "mulliken_charge": [0.2639, 0.2397, -0.0673, 0.3024, -0.2246, 0.2203, -0.2166, -0.2261, -0.0907, 0.4965, 0.2989, -0.1752, -0.2421, 0.0411, -0.6202]}